Entry from the OMol25 dataset: a 2-piece molecular cluster, C7H10F9NO7P2S overall at a distorted geometry (the ωB97M-V functional and the def2-TZVPD basis).

The geometry in ORCA input format:
```
! wB97M-V def2-TZVPD RIJCOSX def2/J DEFGRID3
* xyz 0 1
C 1.04385 0.24274 -1.18894
P 0.54639 1.40286 -2.57055
O -0.48617 0.58815 -3.57022
P -0.44787 3.05139 -1.50037
F -0.33088 2.79788 0.06507
O 0.45536 4.40490 -1.78387
N 1.57198 4.39795 -0.81802
O 1.40437 5.26088 -0.09657
S -2.45751 3.55594 -2.16919
O -2.91739 4.59256 -1.27907
O -2.46009 4.09724 -3.49912
C -3.70278 2.17831 -2.02625
F -4.84671 2.68251 -2.51361
F -3.42529 1.09632 -2.77105
C -4.01326 1.71192 -0.56138
F -4.81404 2.55823 0.06886
F -2.92305 1.41215 0.14787
F -4.72464 0.57057 -0.67906
H 0.20995 0.00343 -0.50836
H 1.34982 -0.68823 -1.71584
H 1.94323 0.63954 -0.69235
H -0.94424 -0.11129 -3.06486
C 0.89964 -4.47963 2.29936
C 1.78014 -3.90718 3.40191
O 3.00194 -3.36248 2.94917
C 3.01130 -2.02095 2.38630
O 2.42226 -1.14868 3.15528
C 2.47539 -1.97177 0.91862
F 2.84688 -3.06427 0.20400
F 3.00179 -0.90870 0.24769
F 1.13189 -1.87718 0.78984
H 1.49527 -5.00963 1.55443
H 0.16376 -5.16881 2.72278
H 0.34131 -3.69724 1.78947
H 2.06844 -4.73924 4.05145
H 1.22642 -3.20796 4.03485
H 4.10254 -1.88225 2.22171
*
```

## Properties
Energy above the lowest of the compared OMol25 structures with the same formula, charge and spin ... 0.000 eV
Kohn-Sham gap ... 2.088 eV
M ... 485.15 g mol⁻¹

Here are the Mulliken charges for atoms 1 to 8, given in e:
1 C -1.17
2 P 0.18
3 O -0.41
4 P 1.00
5 F -0.23
6 O -0.21
7 N 0.24
8 O -0.14

---

Entry from the OMol25 dataset: C7H10FLaN as an isolated structure at a distorted geometry (the ωB97M-V functional and the def2-TZVPD basis).

The geometry in ORCA input format:
```
! wB97M-V def2-TZVPD RIJCOSX def2/J DEFGRID3
* xyz -1 1
C -0.43726 1.09015 -1.33150
C 0.96662 1.26163 -1.12735
C 1.15049 2.23686 -0.09616
C -0.14620 2.67012 0.33519
C -1.12598 1.95563 -0.42690
La -0.03457 -0.17521 1.18161
N -1.57592 -1.47971 0.46302
C -0.31643 -2.40956 0.17692
C 1.12110 -1.95168 0.11006
H 2.10360 2.64294 0.23935
H 1.76368 0.78238 -1.70448
H -0.34706 3.45897 1.05857
H -2.20896 2.09953 -0.37557
H -0.90506 0.44306 -2.08267
H 1.47622 -1.80770 -0.92018
H -0.36571 -3.22502 0.94256
H -2.45839 -1.99470 0.37348
H 1.78518 -2.59255 0.70797
H -0.55688 -2.82314 -0.83156
F 0.11155 -0.18200 3.30764
*
```

## Properties
Kohn-Sham gap ... 6.511 eV
M ... 266.07 g mol⁻¹

Here are the Mulliken charges for atoms 1 to 8, given in e:
1 C -0.53
2 C -0.44
3 C -0.59
4 C -0.52
5 C -0.49
6 La 1.07
7 N -0.53
8 C -0.28

---

Entry from the OMol25 dataset: one molecule with the formula C7H10FNO2 at a distorted geometry (the ωB97M-V functional and the def2-TZVPD basis).

The geometry in ORCA input format:
```
! wB97M-V def2-TZVPD RIJCOSX def2/J DEFGRID3
* xyz 0 1
C -0.08312 0.74888 -0.39839
C 0.72737 -2.01589 -0.66994
C 0.52007 1.79324 0.03544
C -0.95228 -0.23901 -1.03773
C 1.79852 -1.01426 -0.59831
C 2.72576 -0.86639 0.54784
C -2.30338 -0.11476 -0.21167
N -0.54923 -1.62934 -0.90214
O 0.92025 -3.20141 -0.48457
O -2.88943 1.10664 -0.31249
F 2.32976 -0.80840 -1.84900
H 1.64612 1.71743 0.43009
H 0.21353 2.80992 0.30460
H -1.05391 -0.01317 -2.08401
H 2.56388 0.14903 0.87356
H 3.82364 -1.01793 0.36047
H 2.42998 -1.53725 1.41963
H -1.94051 -0.53309 0.71314
H -3.12811 -0.77341 -0.66677
H -1.32058 -2.19077 -0.74884
H -2.54705 1.73831 0.29829
*
```

## Properties
Energy above the lowest of the compared OMol25 structures with the same formula, charge and spin ... 5.411 eV
Kohn-Sham gap (alpha / beta) ... 8.208 / 8.333 eV
M ... 159.16 g mol⁻¹

Here are the Mulliken charges for atoms 1 to 8, given in e:
1 C -0.01
2 C 0.25
3 C -0.74
4 C 0.57
5 C 0.65
6 C -0.87
7 C -0.85
8 N -0.18

---

Entry from the OMol25 dataset: a 2-piece molecular cluster, C7H10FNO4S overall at a distorted geometry (the ωB97M-V functional and the def2-TZVPD basis).

The geometry in ORCA input format:
```
! wB97M-V def2-TZVPD RIJCOSX def2/J DEFGRID3
* xyz 0 1
C -3.08713 -1.39822 2.14675
O -2.20915 -1.43408 1.02769
C -1.02432 -0.74633 1.22503
O -0.32554 -1.33987 2.34947
S 0.80681 -0.46498 3.08797
O 0.92130 -1.08589 4.37362
O -0.11491 0.93197 3.46456
F 0.32364 1.91300 2.52897
H -2.78902 -2.11034 2.91179
H -4.07273 -1.67191 1.77896
H -3.13470 -0.38682 2.55571
H -0.43777 -0.84523 0.31356
H -1.24867 0.30440 1.42125
N 0.71958 -0.00216 -1.47983
C 0.72196 -0.47462 -2.72454
C 1.37586 0.14557 -3.77732
C 2.06296 1.32168 -3.52488
C 2.06855 1.82667 -2.23509
C 1.38479 1.12858 -1.25244
H 0.17043 -1.39530 -2.87995
H 1.34555 -0.28426 -4.76871
H 2.58550 1.83649 -4.32049
H 2.59080 2.74165 -1.99299
H 1.36620 1.48999 -0.22908
*
```

## Properties
Kohn-Sham gap ... 10.315 eV
M ... 223.23 g mol⁻¹

Here are the Mulliken charges for atoms 1 to 8, given in e:
1 C -0.66
2 O -0.40
3 C 0.00
4 O -0.28
5 S 0.72
6 O -0.50
7 O -0.12
8 F -0.14

---

Entry from the OMol25 dataset: an isolated ion of composition C7H10N and charge +1 at a distorted geometry (the ωB97M-V functional and the def2-TZVPD basis).

The geometry in ORCA input format:
```
! wB97M-V def2-TZVPD RIJCOSX def2/J DEFGRID3
* xyz 1 1
C 1.14551 2.04097 0.80551
C 1.05003 2.40905 -0.46242
C 1.01451 -2.32503 -0.99903
C 0.20815 -0.10545 -0.26539
C 1.23229 0.89150 -0.17055
C -1.89912 -0.70869 0.98566
C -1.20967 0.21106 -0.17147
N 0.65106 -1.16074 -0.77502
H 1.05897 2.10188 1.90352
H 1.21944 3.22272 -1.18116
H 1.24367 -2.91429 -0.10568
H 1.16980 -2.66767 -1.94085
H 2.23159 0.46709 -0.41444
H -1.60959 -0.29878 1.92200
H -1.50460 -1.75314 0.98711
H -2.94081 -0.75368 0.95487
H -1.69696 0.04485 -1.09360
H -1.36427 1.29835 0.02094
*
```

## Properties
Energy above the lowest of the compared OMol25 structures with the same formula, charge and spin ... 3.321 eV
Kohn-Sham gap ... 10.028 eV
SMILES ... C=[N+]=C(CC)C1C=C1
M ... 108.16 g mol⁻¹

Here are the Mulliken charges for atoms 1 to 8, given in e:
1 C -0.28
2 C -0.41
3 C -0.20
4 C 0.66
5 C -0.63
6 C -1.10
7 C -0.57
8 N 0.03

---

Entry from the OMol25 dataset: an isolated ion of composition C7H10N and charge +1 at a distorted geometry (the ωB97M-V functional and the def2-TZVPD basis).

The geometry in ORCA input format:
```
! wB97M-V def2-TZVPD RIJCOSX def2/J DEFGRID3
* xyz 1 1
C -1.86402 1.32904 -0.99139
C -1.73675 1.09703 0.21979
C -1.15522 -1.29280 0.46073
C 0.12269 -1.41132 -0.53166
C 1.19322 1.00542 -0.56967
C -0.76465 0.19993 0.93042
C 0.40265 0.04703 0.04516
N 1.87085 0.55237 0.74996
H -2.15988 1.54619 -1.97462
H -2.13187 -1.35614 -0.03199
H -1.04571 -1.98816 1.27731
H 0.92826 -2.19828 -0.36017
H -0.10087 -1.17973 -1.59100
H 1.63200 0.58774 -1.45143
H 0.84300 1.96462 -0.68117
H -0.47592 0.23985 1.95301
H 2.65830 -0.10311 0.89044
H 1.78392 0.96032 1.65627
*
```

## Properties
Energy above the lowest of the compared OMol25 structures with the same formula, charge and spin ... 4.676 eV
Kohn-Sham gap ... 10.817 eV
SMILES ... C#C[C@H]1CC[C@@]12C[NH2+]2
M ... 108.16 g mol⁻¹

Here are the Mulliken charges for atoms 1 to 8, given in e:
1 C -0.12
2 C -0.81
3 C -0.66
4 C -0.60
5 C -0.46
6 C 0.07
7 C 0.35
8 N -0.36

---

- What is the M in the second record?
  266.07 g mol⁻¹

---

Copy entry 4 word for word.
Entry from the OMol25 dataset: a 2-piece molecular cluster, C7H10FNO4S overall at a distorted geometry (the ωB97M-V functional and the def2-TZVPD basis).

The geometry in ORCA input format:
```
! wB97M-V def2-TZVPD RIJCOSX def2/J DEFGRID3
* xyz 0 1
C -3.08713 -1.39822 2.14675
O -2.20915 -1.43408 1.02769
C -1.02432 -0.74633 1.22503
O -0.32554 -1.33987 2.34947
S 0.80681 -0.46498 3.08797
O 0.92130 -1.08589 4.37362
O -0.11491 0.93197 3.46456
F 0.32364 1.91300 2.52897
H -2.78902 -2.11034 2.91179
H -4.07273 -1.67191 1.77896
H -3.13470 -0.38682 2.55571
H -0.43777 -0.84523 0.31356
H -1.24867 0.30440 1.42125
N 0.71958 -0.00216 -1.47983
C 0.72196 -0.47462 -2.72454
C 1.37586 0.14557 -3.77732
C 2.06296 1.32168 -3.52488
C 2.06855 1.82667 -2.23509
C 1.38479 1.12858 -1.25244
H 0.17043 -1.39530 -2.87995
H 1.34555 -0.28426 -4.76871
H 2.58550 1.83649 -4.32049
H 2.59080 2.74165 -1.99299
H 1.36620 1.48999 -0.22908
*
```

## Properties
Kohn-Sham gap ... 10.315 eV
M ... 223.23 g mol⁻¹

Here are the Mulliken charges for atoms 1 to 8, given in e:
1 C -0.66
2 O -0.40
3 C 0.00
4 O -0.28
5 S 0.72
6 O -0.50
7 O -0.12
8 F -0.14